Entry 1:
Entry from OMol25: a molecular structure, C29H73N7O11S4 at a distorted geometry (ωB97M-V with the def2-TZVPD basis set).

Summary:
- Net charge: 0
- Relative energy (zero: lowest compared OMol25 entry of this formula, charge and spin): 7.900 eV

Last column: Löwdin charge in e.
CARTESIAN COORDINATES (ANGSTROEM)
S1 -0.390 0.464 1.919  0.919
S2 -2.620 4.319 -1.570  0.837
S3 -3.964 1.281 0.929  0.783
S4 0.226 6.609 1.876  0.838
O1 -2.781 2.838 -1.764  -0.585
O2 0.988 3.012 -3.942  0.040
O3 2.843 1.803 0.559  0.049
O4 1.079 -3.824 5.114  0.049
O5 -1.830 -0.628 -6.196  0.021
O6 -0.841 7.313 2.666  -0.571
O7 -0.633 -2.382 -2.295  0.012
O8 -4.140 2.574 1.651  -0.533
O9 -1.155 -0.685 1.344  -0.566
O10 4.946 -2.152 1.133  -0.013
O11 -2.326 -4.877 3.866  0.044
N1 2.101 1.030 -3.735  0.021
N2 2.151 -2.311 3.840  0.020
N3 -2.958 -2.858 3.104  0.010
N4 3.062 -1.961 -0.076  -0.017
N5 -1.963 -4.076 -1.598  0.026
N6 -1.101 -0.204 -4.102  0.026
N7 3.218 0.468 2.370  -0.057
C1 4.936 -3.397 -0.866  0.035
C2 -1.672 -2.753 -1.759  -0.512
C3 -0.954 4.607 -2.276  -0.240
C4 4.296 -2.457 0.128  -0.536
C5 0.237 4.941 2.630  -0.246
C6 -3.625 5.255 -2.779  -0.247
C7 0.755 -1.503 5.666  0.021
C8 2.270 2.203 -5.814  0.006
C9 -2.071 0.843 -3.845  -0.065
C10 -2.204 -3.981 3.046  -0.542
C11 -1.040 -4.021 2.076  0.008
C12 1.690 2.123 -4.402  -0.543
C13 -4.518 -0.138 1.869  -0.274
C14 4.363 -0.022 0.321  0.005
C15 3.399 0.860 1.069  -0.570
C16 -0.644 1.854 0.701  -0.224
C17 -1.000 -5.087 -1.933  -0.091
C18 2.370 1.280 3.230  -0.078
C19 1.387 -2.663 4.902  -0.537
C20 1.754 0.791 -2.344  -0.051
C21 -3.917 -2.611 4.172  -0.072
C22 -5.255 1.238 -0.337  -0.232
C23 1.704 7.149 2.766  -0.287
C24 1.292 0.095 1.319  -0.310
C25 2.046 -2.624 -0.900  -0.012
C26 -1.078 -0.896 -5.260  -0.563
C27 -0.043 -1.956 -5.428  -0.013
C28 -2.720 -1.780 -1.339  0.003
C29 2.722 -3.256 2.914  -0.059
H1 -0.099 -5.190 -1.318  0.077
H2 -0.873 1.462 -0.288  0.044
H3 -5.213 2.091 -1.000  0.039
H4 -4.365 -3.589 4.362  0.086
H5 3.688 -2.872 2.578  0.063
H6 -3.249 -2.161 -0.457  0.072
H7 0.774 1.164 -2.050  0.078
H8 2.449 2.313 2.881  0.099
H9 2.101 -3.310 2.011  0.069
H10 0.123 2.630 0.687  0.048
H11 1.827 6.719 3.759  0.054
H12 0.897 -0.568 5.122  0.052
H13 -3.377 4.869 -3.768  0.054
H14 -0.709 -5.133 -2.980  0.085
H15 1.322 0.984 3.161  0.011
H16 5.005 -2.864 -1.821  0.099
H17 1.105 -1.376 6.686  0.083
H18 3.845 -0.964 0.082  -0.053
H19 -0.594 -0.597 -3.323  0.080
H20 1.150 -0.147 0.264  0.079
H21 -0.138 -4.174 2.660  0.068
H22 -5.591 -0.205 2.047  0.064
H23 -4.180 -0.972 1.248  0.031
H24 1.753 -0.765 1.807  0.062
H25 -0.387 4.240 2.079  0.020
H26 2.826 -4.268 3.286  0.098
H27 -4.682 5.059 -2.596  0.047
H28 5.245 -0.429 0.811  0.099
H29 -1.664 1.535 -3.123  0.042
H30 1.786 8.233 2.803  0.051
H31 -2.451 1.305 -4.755  0.089
H32 0.724 -1.946 -4.648  0.058
H33 -3.630 -2.165 5.120  0.089
H34 -2.573 -2.024 2.676  0.075
H35 3.326 2.442 -5.702  0.084
H36 -4.742 -2.125 3.650  0.061
H37 -0.912 4.175 -3.273  0.035
H38 -0.969 -3.133 1.444  0.044
H39 1.937 0.969 1.430  -0.032
H40 2.624 6.842 2.246  0.052
H41 2.354 0.241 -4.302  0.125
H42 -0.747 5.676 -2.342  0.056
H43 -0.310 -1.732 5.632  0.084
H44 1.700 -1.891 -1.630  0.047
H45 1.892 -0.259 -2.092  0.054
H46 2.246 -1.350 3.565  0.077
H47 4.520 0.451 -0.646  0.111
H48 1.814 3.018 -6.370  0.081
H49 4.508 -4.384 -1.011  0.086
H50 -3.024 0.428 -3.496  0.077
H51 -0.234 4.113 -1.630  0.037
H52 2.331 -3.572 -1.339  0.092
H53 -3.524 -1.736 -2.075  0.097
H54 -3.492 6.330 -2.678  0.053
H55 -5.092 0.295 -0.869  0.044
H56 1.231 4.650 2.949  0.037
H57 5.969 -3.495 -0.542  0.091
H58 2.468 1.360 -1.744  0.077
H59 -0.381 5.044 3.527  0.064
H60 -1.530 2.358 1.093  0.001
H61 2.677 -1.227 0.490  0.076
H62 -1.449 -6.064 -1.718  0.088
H63 -0.468 -2.957 -5.476  0.083
H64 1.166 -2.824 -0.282  0.083
H65 -6.212 1.080 0.166  0.052
H66 0.506 -1.774 -6.352  0.082
H67 -3.963 -0.184 2.802  0.043
H68 3.952 -0.074 2.791  0.153
H69 2.047 1.264 -6.320  0.076
H70 -2.770 -4.332 -1.062  0.132
H71 -2.193 -0.865 -1.089  0.075
H72 2.684 1.344 4.271  0.107
H73 -1.179 -4.832 1.359  0.075

Entry 2:
Entry from OMol25: a molecular structure, C29H74MnO33S9 at a distorted geometry (ωB97M-V with the def2-TZVPD basis set).

Summary:
- Spin multiplicity: 6
- Net charge: 0
- Expectation value of S²: 8.75
- Relative energy (zero: lowest compared OMol25 entry of this formula, charge and spin): 0.000 eV

Last column: Mulliken spin population.
CARTESIAN COORDINATES (ANGSTROEM)
Mn1 -0.209 -0.836 -0.040  4.737
S1 -3.536 4.816 0.237  -0.001
S2 -2.885 -3.125 -0.916  0.010
S3 2.699 0.486 1.294  0.008
S4 -3.427 2.445 -5.056  0.000
S5 1.795 5.278 0.439  0.000
S6 -4.432 -0.224 5.331  0.000
S7 7.065 2.107 -0.004  0.000
S8 0.426 -7.276 -1.222  0.000
S9 1.132 -3.414 1.931  0.014
O1 -3.277 3.980 -1.152  0.000
O2 0.085 -2.678 1.169  -0.010
O3 -1.981 -0.432 1.221  0.068
O4 1.603 -2.554 3.215  0.001
O5 1.411 6.636 0.776  0.000
O6 0.395 -6.341 -2.609  0.000
O7 -4.237 -2.624 -0.834  0.003
O8 -2.760 -4.358 -2.044  0.005
O9 -1.690 -2.295 -1.033  0.040
O10 1.125 4.896 -1.075  0.000
O11 -3.372 3.531 -6.020  0.000
O12 -2.463 1.542 2.144  0.007
O13 -4.210 2.956 -3.693  0.000
O14 2.598 0.714 2.896  -0.010
O15 1.274 -1.937 -1.414  0.040
O16 1.767 -1.077 -3.362  0.001
O17 -0.327 -6.604 -0.209  0.000
O18 -3.948 -1.520 5.815  0.000
O19 -2.912 4.021 1.303  -0.001
O20 -0.864 1.272 0.613  0.088
O21 -3.235 6.248 0.053  0.000
O22 2.284 -3.810 1.190  0.000
O23 8.217 2.029 -0.932  0.000
O24 1.580 -0.425 0.877  -0.001
O25 3.223 4.956 0.410  0.000
O26 0.452 -0.106 -1.919  0.055
O27 7.195 1.927 1.394  0.000
O28 -5.592 0.472 5.983  0.000
O29 5.908 0.998 -0.574  0.000
O30 -2.233 1.747 -4.629  0.001
O31 0.191 -8.682 -1.597  0.000
O32 2.877 1.731 0.589  0.011
O33 -3.131 0.820 5.201  0.000
C1 0.814 4.076 1.605  0.003
C2 0.592 -4.885 -2.474  0.001
C3 -4.019 0.902 -2.190  -0.007
C4 -4.879 2.072 -2.803  0.000
C5 -1.825 0.306 5.165  0.000
C6 4.301 -0.477 1.357  0.007
C7 1.606 3.616 -1.570  0.005
C8 -5.387 4.660 0.222  0.000
C9 -1.996 3.983 -1.763  -0.001
C10 6.083 3.675 -0.242  0.000
C11 3.625 1.413 5.031  0.000
C12 -3.543 -4.297 -3.187  -0.001
C13 1.154 -1.074 -2.257  -0.031
C14 4.326 0.639 -2.338  -0.001
C15 -1.793 0.819 1.298  -0.057
C16 -0.832 1.419 5.414  0.000
C17 5.821 0.699 -1.966  0.000
C18 2.485 -3.173 4.137  0.000
C19 3.490 1.695 3.503  -0.001
C20 -2.975 -3.446 -4.276  0.000
C21 -4.806 -0.404 3.576  0.001
C22 2.254 -7.238 -0.837  0.000
C23 -2.569 -4.331 0.527  0.002
C24 1.360 3.611 -3.038  0.001
C25 0.382 -4.803 2.783  0.004
C26 -1.789 5.256 -2.584  0.000
C27 3.213 -2.171 5.006  0.000
C28 0.832 -4.400 -3.876  0.001
C29 -4.666 1.203 -5.623  0.000
H1 0.288 3.588 -3.234  0.000
H2 4.230 -1.291 2.078  0.003
H3 4.163 -0.025 -3.187  0.000
H4 -5.886 5.167 -0.604  0.000
H5 2.682 0.995 5.383  0.000
H6 1.407 -4.617 -1.802  0.001
H7 5.149 0.203 1.437  -0.002
H8 1.181 2.758 -1.049  -0.002
H9 -1.089 2.128 6.200  0.000
H10 2.676 3.459 -1.438  -0.001
H11 3.748 2.336 5.596  0.000
H12 -5.683 1.342 -5.256  0.000
H13 -5.833 1.776 -3.240  0.000
H14 -5.821 5.235 1.040  0.000
H15 0.983 -3.321 -3.920  -0.001
H16 -1.235 3.832 -0.998  0.000
H17 1.524 3.488 2.187  -0.001
H18 -4.770 1.336 -6.700  0.000
H19 3.946 1.612 -2.649  0.000
H20 1.858 -3.710 4.848  0.000
H21 -3.713 0.136 -2.903  0.001
H22 5.925 3.829 -1.310  0.000
H23 6.692 4.399 0.298  0.000
H24 -3.866 -0.625 3.070  0.002
H25 -0.071 -4.668 -4.425  0.000
H26 -5.735 -0.968 3.496  0.000
H27 0.188 3.490 0.932  0.001
H28 -3.252 -5.171 0.402  0.000
H29 -0.773 2.094 4.560  0.000
H30 -3.044 1.199 -1.802  0.010
H31 3.036 -3.896 3.535  0.000
H32 -0.400 -4.536 3.494  0.000
H33 1.772 -4.857 -4.184  0.000
H34 -0.010 -5.434 1.986  -0.001
H35 2.673 -6.298 -0.480  0.000
H36 3.896 -1.478 4.514  0.000
H37 -4.558 -3.958 -2.981  0.000
H38 6.307 -0.256 -2.167  0.000
H39 3.789 -2.676 5.782  0.000
H40 -1.565 -4.711 0.338  -0.001
H41 -5.244 2.721 -2.007  0.000
H42 3.176 2.722 3.317  0.000
H43 -2.188 -4.026 -4.758  0.000
H44 -1.329 6.030 -1.970  0.000
H45 2.418 -7.976 -0.052  0.000
H46 2.450 -1.530 5.447  0.000
H47 1.760 2.753 -3.579  0.000
H48 6.375 1.437 -2.546  0.000
H49 2.758 -7.539 -1.756  0.000
H50 -0.270 -4.370 -2.050  -0.001
H51 -2.020 3.080 -2.374  -0.001
H52 -5.779 3.652 0.352  0.000
H53 1.778 4.503 -3.505  0.000
H54 -2.595 -3.764 1.458  0.000
H55 4.385 0.667 5.265  0.000
H56 -1.745 -0.456 5.940  0.000
H57 2.206 -1.930 -3.326  0.002
H58 -2.303 2.405 1.757  0.000
H59 -4.302 0.220 -5.325  0.000
H60 -4.601 0.343 -1.458  0.000
H61 -1.636 -0.110 4.175  -0.001
H62 3.777 0.118 -1.554  0.003
H63 4.404 -1.064 0.444  -0.001
H64 0.100 0.908 5.653  0.000
H65 1.134 -5.450 3.235  0.000
H66 -5.105 0.615 3.330  0.000
H67 -3.633 -3.235 -5.120  0.000
H68 4.395 1.589 2.906  0.000
H69 -2.675 -2.550 -3.731  0.000
H70 -2.776 5.624 -2.865  0.000
H71 0.217 4.649 2.314  0.000
H72 -3.715 -5.293 -3.594  0.000
H73 5.114 3.627 0.254  0.000
H74 -1.186 5.086 -3.476  0.000

Entry 3:
Entry from OMol25: a molecular structure, C29H77N4NaO12 at a distorted geometry (ωB97M-V with the def2-TZVPD basis set).

Summary:
- Net charge: 0
- Relative energy (zero: lowest compared OMol25 entry of this formula, charge and spin): 0.000 eV

Last column: Löwdin charge in e.
CARTESIAN COORDINATES (ANGSTROEM)
Na1 5.080 0.592 0.406  0.696
O1 1.025 2.288 6.279  -0.197
O2 -2.781 1.413 1.982  -0.192
O3 5.109 -1.779 -0.264  -0.148
O4 1.871 -6.223 0.302  -0.193
O5 2.828 0.887 1.072  -0.358
O6 -0.632 -2.977 -0.511  -0.195
O7 3.712 3.341 1.867  -0.153
O8 -0.925 3.830 1.253  -0.231
O9 2.382 -1.456 2.644  -0.155
O10 -4.747 -2.006 0.584  -0.186
O11 2.323 -0.588 -9.028  -0.188
O12 -0.916 1.048 -3.741  -0.192
N1 -5.589 0.567 1.213  -0.041
N2 -1.133 2.797 4.093  -0.035
N3 0.239 0.533 -6.269  -0.063
N4 -0.582 -4.992 1.460  -0.033
C1 1.383 -6.429 1.616  -0.236
C2 -0.386 2.150 6.362  -0.232
C3 0.742 -5.145 2.095  -0.200
C4 1.603 2.621 7.504  -0.132
C5 -0.929 1.699 5.033  -0.202
C6 -1.957 0.852 0.991  -0.102
C7 -1.819 1.777 -2.941  -0.098
C8 -6.334 -0.261 0.262  -0.198
C9 3.952 4.249 0.818  -0.190
C10 0.949 -0.403 -7.103  -0.214
C11 -1.110 4.800 0.266  -0.127
C12 -3.873 -2.974 0.044  -0.089
C13 -4.745 1.535 0.523  -0.231
C14 -3.838 2.221 1.503  -0.212
C15 3.166 0.017 -9.979  -0.118
C16 3.809 -2.197 -0.711  -0.118
C17 -5.488 -1.344 -0.411  -0.237
C18 -0.213 4.309 2.389  -0.202
C19 1.913 0.312 -8.033  -0.254
C20 1.650 0.879 0.352  -0.430
C21 1.453 -1.163 3.666  -0.165
C22 -0.492 -2.576 0.838  -0.221
C23 -1.106 -3.651 1.698  -0.204
C24 0.122 1.859 -4.238  -0.239
C25 -0.012 -2.041 -1.369  -0.085
C26 2.478 -7.372 -0.231  -0.123
C27 0.982 1.015 -5.127  -0.226
C28 0.064 3.175 3.346  -0.181
C29 1.317 2.186 -0.355  -0.074
H1 -3.472 -3.593 0.842  0.064
H2 0.225 -0.898 -7.756  0.126
H3 1.058 -2.095 4.080  0.073
H4 -1.112 0.391 1.501  0.063
H5 -2.470 2.378 -3.586  0.096
H6 -4.400 -3.630 -0.661  0.099
H7 0.617 -7.218 1.618  0.125
H8 0.798 0.625 1.022  0.075
H9 1.465 -1.192 -6.536  0.121
H10 -3.045 -2.495 -0.495  0.087
H11 -4.143 1.085 -0.284  0.094
H12 2.192 -6.742 2.290  0.123
H13 -0.667 0.201 -5.978  0.109
H14 -4.445 2.465 2.386  0.132
H15 0.603 -0.590 3.276  0.056
H16 1.587 0.089 -0.427  0.082
H17 4.325 5.185 1.236  0.076
H18 4.688 3.869 0.094  0.066
H19 2.521 -0.624 2.143  0.025
H20 -2.469 0.034 0.460  0.080
H21 -0.789 5.124 2.847  0.129
H22 -0.988 -1.613 1.008  0.100
H23 1.836 1.722 8.093  0.087
H24 3.507 -7.485 0.132  0.086
H25 -1.927 5.492 0.530  0.091
H26 1.405 1.181 -8.471  0.126
H27 1.866 1.580 -5.435  0.119
H28 0.745 4.735 2.048  0.115
H29 3.297 2.526 1.477  0.011
H30 -0.170 -2.318 -2.410  0.094
H31 -5.363 2.286 0.020  0.125
H32 3.283 -0.673 -10.812  0.086
H33 -0.382 -5.000 0.459  0.099
H34 0.265 2.194 -0.657  0.041
H35 -6.182 -2.033 -0.911  0.124
H36 -0.844 3.100 6.665  0.124
H37 1.956 2.366 -1.224  0.074
H38 3.085 -2.186 0.109  0.069
H39 3.839 -3.210 -1.116  0.090
H40 -1.914 1.262 5.222  0.124
H41 -7.191 -0.716 0.758  0.113
H42 0.624 -5.162 3.177  0.121
H43 -1.854 2.521 3.435  0.074
H44 -6.720 0.396 -0.523  0.116
H45 1.393 0.175 -4.529  0.124
H46 2.778 0.691 -7.465  0.120
H47 -0.315 2.667 -4.845  0.132
H48 3.463 -1.500 -1.469  0.080
H49 1.390 3.012 0.358  0.050
H50 -1.010 -3.365 2.750  0.123
H51 0.745 2.289 -3.443  0.113
H52 2.501 -7.278 -1.316  0.085
H53 0.580 -2.467 1.062  0.104
H54 1.404 -4.324 1.788  0.112
H55 -0.437 -1.038 -1.224  0.082
H56 0.967 3.285 8.102  0.085
H57 2.548 3.138 7.326  0.086
H58 -4.952 -0.083 1.673  0.102
H59 2.733 0.953 -10.352  0.087
H60 1.886 -0.607 4.506  0.080
H61 -2.187 -3.624 1.505  0.067
H62 -4.818 -0.884 -1.150  0.113
H63 -0.625 1.425 7.159  0.122
H64 0.473 2.325 2.777  0.120
H65 1.061 -1.998 -1.151  0.062
H66 -1.597 1.586 0.267  0.076
H67 -0.213 5.411 0.094  0.089
H68 -1.282 2.406 -2.227  0.059
H69 1.915 -8.279 0.016  0.087
H70 5.387 -2.351 0.458  0.094
H71 -1.384 4.306 -0.667  0.074
H72 3.028 4.505 0.284  0.062
H73 0.835 3.529 4.031  0.121
H74 -3.498 3.222 1.202  0.117
H75 4.159 0.223 -9.559  0.087
H76 -2.420 1.049 -2.397  0.080
H77 -0.291 0.892 4.642  0.101